## a
A cluster of 2 separate species, C6H17N4O in total, computed with ωB97M-V with the def2-TZVPD basis set.

The geometry in XYZ format:
```
28
Properties=species:S:1:pos:R:3:mulliken_charge:R:1
H 0.28932 4.65468 -1.17768 0.383
H 1.93807 -3.00955 1.93882 0.248
H -1.50920 1.68324 0.28435 0.597
N 0.62692 2.32270 1.34164 -0.474
C -0.18498 4.83394 -0.27445 0.118
H -0.12346 -4.39462 -0.03567 0.328
H 1.38730 -4.66539 1.92001 0.412
H -1.07313 -2.83717 -1.74991 0.351
N -0.43504 5.26488 0.82206 -0.308
H -0.11840 2.41384 1.97219 0.199
C -0.31239 -2.04125 -1.23671 -0.680
H 1.53376 2.74387 1.49500 0.213
H 1.42731 -3.90905 -0.40304 0.277
H -1.97546 -0.86027 -0.72355 0.326
C 0.55650 -3.58843 0.25745 -0.285
H 0.15841 -3.20407 2.25004 0.233
C -1.06208 -0.68073 -1.28287 -0.594
H 0.43381 -2.25268 -1.95330 0.501
N 0.29550 2.52831 0.00586 -0.409
H -1.12631 2.29046 -1.36301 0.266
C -0.76327 1.75029 -0.42147 -0.716
H 0.31484 -0.03806 0.12906 0.450
H 0.54951 0.77114 -1.53497 0.438
H -0.60250 6.20437 1.14776 0.289
O 0.08031 -2.33241 0.05975 -0.244
H -1.22109 -0.35464 -2.35287 0.360
C 1.05216 -3.70537 1.64084 -1.119
N -0.13642 0.41195 -0.75531 -0.159
```

Results
- Kohn-Sham gap (alpha / beta): 7.61 / 7.57 eV
- LUMO energy (alpha / beta): -2.964 / -2.977 eV
- 2S+1: 1
- Charge: +1
- HOMO level (alpha / beta): -10.6 / -10.6 eV

## b
A cluster of 2 separate species, C6H17N4O in total, computed with ωB97M-V with the def2-TZVPD basis set.

The geometry in XYZ format:
```
28
Properties=species:S:1:pos:R:3:mulliken_charge:R:1
H -1.32983 -0.86931 -0.95060 0.329
C 1.15581 -1.77971 2.22978 -0.352
H 2.17304 -0.18175 3.33508 0.371
H 0.98403 -2.28920 3.17477 0.329
H 2.03733 -2.17458 1.68540 0.390
H 1.06692 2.30587 -1.15685 0.342
H -0.74331 -1.20414 1.80075 0.256
N 0.33516 -3.56667 -0.03246 -0.398
C -1.30396 1.55024 -1.65598 0.416
H 0.78473 3.91604 -1.37346 0.372
C -0.21398 -2.32734 0.17114 0.532
N -0.99745 -1.89295 -0.80138 -0.431
H -1.66403 3.49777 -1.06697 0.264
H 0.11223 -4.02586 -0.89453 0.218
O -1.77474 0.48465 -1.22744 -0.730
H -0.88278 -2.28387 -1.72562 0.265
H -1.18855 0.80958 -3.54511 0.245
H -1.32500 2.47873 0.30661 0.306
N -1.08579 1.64076 -2.98923 -0.368
C -1.00243 2.67447 -0.70250 -0.185
N -0.08970 -1.87659 1.42983 -0.211
H 0.50220 -3.99108 0.86604 0.254
H 1.78347 0.25647 1.70336 0.293
H 0.42417 0.21341 2.73603 0.303
H 0.87441 3.45878 0.19778 0.344
C 1.40558 -0.28299 2.58153 -1.170
H -0.47437 2.35567 -3.36077 0.234
C 0.43683 3.10362 -0.73517 -1.218
```

Results
- Kohn-Sham gap: 11.15 eV
- LUMO energy: -2.563 eV
- 2S+1: 1
- Charge: +1
- HOMO level: -13.7 eV

The structure with the least stability is a.

## a
A structure of composition C6H13N2S, computed with ωB97M-V with the def2-TZVPD basis set.

The geometry in XYZ format:
```
22
Properties=species:S:1:pos:R:3:mulliken_charge:R:1
H 2.41388 -3.05640 -0.60150 0.379
H 2.20239 0.05269 -0.51674 0.185
C -0.48816 1.12542 0.08931 0.687
H 1.10694 -3.83852 0.05997 0.426
H -1.33274 1.79170 -1.71001 0.420
C -0.86730 0.83638 -1.30477 -1.679
H 0.30830 3.72659 0.54142 0.185
C -1.67903 1.56003 0.86365 -1.461
S 0.71406 2.67838 -0.10153 -0.174
H -0.83442 -1.85702 1.23200 0.229
H -1.42429 1.62706 1.99222 0.357
C 0.96070 -1.68261 0.10991 0.570
H 0.02187 0.77768 -1.92582 0.415
C 1.34728 -3.00883 -0.45591 -1.222
H -1.35101 -0.07333 -1.28924 0.463
C 0.37939 0.11797 0.76075 -0.155
N -0.06401 -1.27947 0.93710 -0.205
H -2.20528 2.43791 0.43391 0.404
H 0.79622 0.55882 1.65085 0.558
H 1.04503 -2.90084 -1.47590 0.325
H -2.49996 0.85020 0.81117 0.412
N 1.45015 -0.44381 -0.10084 -0.119
```

Results
- Kohn-Sham gap: 9.42 eV
- LUMO energy: -3.463 eV
- 2S+1: 1
- Charge: +1
- HOMO level: -12.9 eV

## b
The ion C6H13N2S with charge +1, computed with ωB97M-V with the def2-TZVPD basis set.

The geometry in XYZ format:
```
22
Properties=species:S:1:pos:R:3:mulliken_charge:R:1
H 2.48004 0.48234 1.56269 0.297
H -1.27610 -2.09633 -0.28471 0.404
H -0.81086 2.07281 -0.43669 0.454
H -1.76624 0.17945 1.73549 0.401
H 3.55151 1.59094 0.67410 0.400
H -0.14802 0.87381 1.56844 0.367
H -0.35906 -0.88857 1.65966 0.438
H 0.40750 -0.38457 -1.87348 0.408
C -1.74238 -1.15786 -0.58423 -0.880
C 1.15764 -1.45179 -0.24342 -0.172
H -2.71886 -1.08818 -0.10619 0.396
H 3.49059 -0.12148 0.20983 0.320
S 1.64977 1.20414 -0.60669 0.101
C -1.46407 1.24044 -0.69326 -0.926
C 2.91324 0.71378 0.59472 -0.852
H -2.44146 1.41010 -0.24348 0.386
C 0.58897 -0.26349 -0.80207 0.229
H -1.88627 -1.16336 -1.66412 0.386
N 1.64765 -2.37783 0.20972 -0.300
N -0.91037 -0.01482 -0.18296 -0.346
H -1.57660 1.20059 -1.77442 0.372
C -0.78661 0.03988 1.28109 -0.884
```

Results
- Kohn-Sham gap: 10.61 eV
- LUMO energy: -3.078 eV
- 2S+1: 1
- Charge: +1
- Structure (SMILES): CS[C@@H](C#N)[N+](C)(C)C
- HOMO level: -13.7 eV

The structure with the least stability is a.

## a
A cluster of 2 separate species, C6H13NO2S in total, computed with ωB97M-V with the def2-TZVPD basis set.

The geometry in XYZ format:
```
23
Properties=species:S:1:pos:R:3:mulliken_charge:R:1
H 0.21890 1.02939 0.55418 0.261
H -1.08380 -1.55184 -1.48448 0.179
C 2.03373 -0.22832 2.30462 -0.790
C -0.42187 0.62833 -0.22043 0.973
C -1.04249 1.54003 -1.26220 -1.281
H 3.05293 -0.04092 1.92892 0.256
H -1.26682 -0.94913 1.02137 0.235
C 0.46782 -0.41897 -0.82922 -0.048
H -0.77004 1.04468 -2.26811 0.308
O 2.40754 0.74415 -0.87263 -0.569
C 1.93261 -0.40322 -0.90957 0.361
H 1.39716 0.55737 2.41538 0.278
S 1.18411 -1.49319 1.46219 -0.257
H -2.41044 -0.22297 -0.14562 0.542
O 2.69693 -1.52103 -1.02523 -0.550
H -2.07369 1.80795 -1.01985 0.357
H -2.12210 0.63600 1.19193 0.467
H 0.38512 -2.01331 -1.99317 0.192
C -1.60045 0.00293 0.51369 -1.758
H 2.36053 -0.57485 3.32722 0.341
H -0.44650 2.45368 -1.28230 0.338
N -0.12157 -1.37710 -1.54256 -0.246
H 2.33682 -2.30718 -0.66758 0.410
```

Results
- Kohn-Sham gap (alpha / beta): 7.44 / 7.44 eV
- LUMO energy (alpha / beta): -0.383 / -0.383 eV
- 2S+1: 1
- HOMO level (alpha / beta): -7.8 / -7.8 eV

## b
An isolated molecule of C6H13NO2S, computed with ωB97M-V with the def2-TZVPD basis set.

The geometry in XYZ format:
```
23
Properties=species:S:1:pos:R:3:mulliken_charge:R:1
H 0.55554 -1.62062 1.48543 0.462
H -0.16047 1.42430 1.60475 0.166
H -2.26620 0.21075 0.88124 0.277
H 0.28644 0.52336 3.20344 0.312
H 1.83946 -1.98727 -0.36114 0.341
O -0.65469 -2.75882 -1.08732 -0.672
H -1.90435 0.53322 -2.26331 0.337
H -0.86097 1.74292 -0.15829 0.448
C -0.49645 1.22185 -0.95733 -0.413
H 1.50097 0.62874 1.89914 0.255
H -0.87104 1.53648 -2.96795 0.292
C -1.53983 -0.59170 0.69321 -0.835
O -0.39614 -1.21025 -2.85793 -0.675
C 0.37732 0.43994 2.02721 -0.819
H -1.97273 -1.54690 0.67823 0.396
H 1.67594 -0.26343 -1.12747 0.276
C -0.20487 -0.83346 1.51206 -0.251
H 0.49296 1.32379 -1.22537 0.336
H 2.24472 -1.77148 -2.04604 0.385
C 1.78870 -1.29662 -1.17844 -0.955
S -0.07929 -1.51522 -1.52534 1.283
C -0.72473 -0.20363 -0.57483 -0.250
N -1.40734 1.41248 -2.13304 -0.696
```

Results
- Kohn-Sham gap (alpha / beta): 7.92 / 8.18 eV
- LUMO energy (alpha / beta): -0.279 / -0.049 eV
- 2S+1: 1
- HOMO level (alpha / beta): -8.2 / -8.2 eV

## c
A cluster of 2 separate species, C6H13NO2S in total, computed with ωB97M-V with the def2-TZVPD basis set.

The geometry in XYZ format:
```
23
Properties=species:S:1:pos:R:3:mulliken_charge:R:1
O -0.12172 -2.64686 2.13702 -0.495
H -2.25756 0.88053 0.73823 0.346
H 1.07485 -2.31368 -1.13762 0.243
H -0.45528 -2.89174 3.03902 0.311
H 2.19884 0.53901 -2.88648 0.230
S -0.66726 -1.02818 1.98981 0.596
C -0.20442 -0.43740 -1.20976 0.430
C -1.39963 1.39985 0.37941 -1.722
H -0.59732 -2.31345 -0.40427 0.311
H -0.63153 1.24549 1.07321 0.441
C 1.23181 1.26389 -2.71199 -1.392
C -0.94889 0.80799 -0.98178 0.029
N 0.80967 -0.30938 2.30825 -0.424
H -1.67660 1.10089 -1.69443 0.400
H 0.65843 1.26626 -3.63900 0.320
O -1.49381 -0.63276 3.09596 -0.585
C 0.14710 -1.69603 -0.91947 -0.994
C 0.50369 0.87358 -1.40887 0.288
H 1.06333 1.09211 -0.48769 0.267
H 1.20110 -0.19565 3.27634 0.239
H 1.53815 -0.55483 1.76320 0.212
H -1.63920 2.36952 0.19711 0.504
H 1.66625 2.18083 -2.51619 0.445
```

Results
- Kohn-Sham gap: 9.85 eV
- LUMO energy: 0.651 eV
- 2S+1: 1
- HOMO level: -9.2 eV

The structure with the least stability is b.

## a
The ion C4H7N4O2 with charge +1, computed with ωB97M-V with the def2-TZVPD basis set.

The geometry in XYZ format:
```
17
Properties=species:S:1:pos:R:3:mulliken_charge:R:1
N 2.28537 -0.02837 0.09083 0.989
C -1.83989 0.71863 0.30002 -0.073
H 0.36277 -1.48968 1.31217 0.509
N -1.42804 -0.35493 0.88400 -0.154
O 2.98775 0.92819 -0.07479 -0.571
C 0.37858 1.40157 -0.28254 0.131
O 2.67987 -1.15839 0.24418 -0.551
C 0.87474 0.22147 0.06761 -0.739
C -0.02655 -0.96618 0.50081 -0.071
H -2.02490 -1.20257 1.01087 0.342
H 0.12824 -1.22178 -1.52541 0.278
H 0.96756 2.32311 -0.57482 0.452
N -0.18783 -1.72380 -0.67141 -0.414
H -2.86417 1.12349 0.20717 0.396
H 0.03352 -2.70871 -0.75052 0.247
H -1.36615 2.53977 -0.58299 0.350
N -0.96087 1.59819 -0.15517 -0.120
```

Results
- Kohn-Sham gap: 9.39 eV
- LUMO energy: -5.044 eV
- 2S+1: 1
- Charge: +1
- Structure (SMILES): N[C@@H]1NC=[NH+]C=C1[N+](=O)[O-]
- HOMO level: -14.4 eV

## b
The ion C4H7N4O2 with charge +1, computed with ωB97M-V with the def2-TZVPD basis set.

The geometry in XYZ format:
```
17
Properties=species:S:1:pos:R:3:mulliken_charge:R:1
H 0.54901 2.09188 -2.86067 0.185
C 0.18946 -0.74792 2.21137 0.243
N -0.12463 0.60550 -1.27381 -0.291
O 1.98749 0.78224 -0.41381 -0.438
N 1.39599 1.95846 -2.25169 -0.322
H 2.24576 2.38820 -2.54131 0.228
O -0.94608 -1.45488 2.02160 -0.292
N 1.09566 -1.41051 2.72169 -0.453
C -1.62020 -0.70946 -0.20690 0.231
C 1.22331 1.08105 -1.25985 0.470
N -0.49580 -0.08796 -0.29423 -0.018
H -0.70677 0.74853 -2.14099 0.349
H 1.93848 -1.22949 3.23597 0.281
C -1.81555 -1.40496 1.00494 -0.199
H -2.76339 -2.08755 1.12720 0.366
H -2.28654 -0.90405 -1.11352 0.359
H 0.13378 0.38092 2.03402 0.300
```

Results
- Kohn-Sham gap: 7.53 eV
- LUMO energy: -6.178 eV
- 2S+1: 1
- Charge: +1
- Structure (SMILES): [H]/N=C/O/C=C\N=[NH+]\C(N)=O
- HOMO level: -13.7 eV

The structure with the least stability is a.